Record 1
This record from OMol25 describes a molecular structure, C23H42BeCl3N2O4Si. The level of theory is ωB97M-V/def2-TZVPD.

Atoms and positions in Å:
C: -1.6327 -2.1970 -3.7444
C: -0.9817 -2.5522 -2.4194
H: -1.9553 -3.0833 -4.3590
H: -0.8675 -1.6369 -4.3231
H: -2.5097 -1.5113 -3.6024
C: -0.3507 -3.7124 -2.1703
C: -0.1347 -4.6913 -3.2677
H: -0.0454 -3.9716 -1.1542
H: 0.2594 -4.1711 -4.1431
H: -1.0446 -5.2342 -3.5476
H: 0.6129 -5.4032 -2.9317
Be: -2.9547 0.4314 -0.8556
Cl: -3.1546 0.4978 1.0559
Cl: -0.2761 1.9305 -0.2005
H: 0.5599 5.6794 4.0798
H: -1.4788 5.4710 2.4300
C: 1.0409 5.2609 3.1808
C: -0.9809 4.6869 1.8578
N: 0.2132 4.2366 2.5623
H: 2.0024 4.8221 3.4765
C: 0.4897 2.9463 2.8383
O: 1.3490 2.5674 3.6417
H: -1.6536 3.8380 1.7183
H: -0.1032 2.2280 2.2552
H: 1.2010 6.0851 2.4723
H: -0.7184 5.1180 0.8916
H: 2.0399 -1.1374 -2.5260
H: 1.9394 -3.2820 -1.6154
C: 2.7980 -0.7581 -1.8223
C: 2.7893 -3.0795 -0.9430
N: 2.8546 -1.6437 -0.6715
H: 2.5195 0.2504 -1.4847
C: 3.1572 -1.1074 0.5536
O: 3.2644 0.0953 0.7638
H: 2.6349 -3.6377 -0.0112
H: 3.3014 -1.8935 1.3136
H: 3.7722 -0.7142 -2.3486
H: 3.7071 -3.4614 -1.4279
O: -0.7957 -0.3076 -1.6591
C: -1.2118 -1.5161 -1.3359
C: 0.0686 -2.4601 0.7744
C: -1.0964 -2.1144 0.0993
H: 0.9763 -1.9257 0.5179
C: 0.0924 -3.4536 1.7663
H: -2.3213 -1.4979 -1.3824
C: -2.3005 -2.6237 0.6252
H: 1.0388 -3.7783 2.2305
C: -1.1169 -4.0050 2.2214
C: -2.3428 -3.5668 1.6656
H: -3.2531 -2.2547 0.2316
H: -1.1276 -4.7682 3.0143
H: -3.3117 -3.9455 2.0758
Si: -0.0182 2.8244 -2.0435
Cl: -4.3427 0.3296 -2.1020
C: 1.7532 3.0114 -2.9161
C: -1.4173 4.1374 -1.3919
C: -0.8728 2.5890 -3.7720
H: 2.5680 2.2713 -2.8369
H: 2.0191 3.9360 -2.3837
H: 1.4976 3.2452 -3.9746
H: -0.1092 2.1541 -4.4366
H: -0.9311 3.6961 -3.9499
H: -1.8570 2.1071 -3.8906
H: -2.1985 3.8135 -0.6657
H: -1.8804 4.5938 -2.2558
H: -0.7623 4.8649 -0.8882
C: -1.0911 -0.0653 4.1762
C: 0.2164 -0.2148 3.4657
C: 1.3699 -0.5099 4.3834
O: 0.3625 -0.0690 2.2410
H: -1.2678 -0.9225 4.8309
H: -1.8960 0.0206 3.4476
H: -1.0677 0.8378 4.7941
H: 2.0815 -1.1623 3.8738
H: 1.8527 0.4448 4.6185
H: 1.0294 -0.9809 5.3094

Values from the calculation:
multiplicity = 1
energy above the lowest of the compared OMol25 structures with the same formula, charge and spin = 416.63 kJ/mol
total charge = -1
E_LUMO = 2.65 eV



Record 2
This record from OMol25 describes a molecular structure, C43H39AsF2N2O2STeTl. The level of theory is ωB97M-V/def2-TZVPD.

Atoms and positions in Å:
Tl: -1.6470 0.7749 0.1982
F: -6.6954 2.2943 1.3298
C: -5.4565 2.7188 1.3779
C: -4.4761 1.9890 0.6952
C: -3.1667 2.4223 0.6257
C: -2.7520 3.5984 1.2580
C: -3.8191 4.3736 1.7805
F: -3.4666 5.5778 2.3180
C: -5.1879 4.0256 1.8627
C: -1.3930 4.0684 1.1041
C: -1.0297 5.4353 0.8759
C: 0.3070 5.6900 0.5426
C: 1.2319 4.6712 0.7121
C: 0.8014 3.4046 1.1193
N: -0.4619 3.1147 1.2590
H: -4.8202 1.0640 0.1950
H: -5.8981 4.7047 2.3795
H: -1.7806 6.2069 0.7992
H: 0.5559 6.6998 0.3157
H: 2.3132 4.7161 0.5162
H: 1.5187 2.5755 1.2279
C: 3.0874 -4.8786 -2.0909
C: 2.5942 -3.5596 -1.4970
C: 3.4291 -2.4157 -1.4364
C: 3.0758 -1.2279 -0.8228
C: 3.9900 -0.0758 -0.7429
O: 4.0409 0.6636 0.2713
C: 5.0526 0.1118 -1.7849
C: 4.9701 -0.3403 -3.1262
C: 5.9661 0.0370 -4.0235
C: 6.9301 0.9246 -3.6415
C: 6.9911 1.4089 -2.3294
C: 6.0656 0.9638 -1.3937
C: 1.7743 -1.1461 -0.1658
O: 1.3101 -0.0332 0.1665
C: 0.9928 -2.3389 -0.1328
C: 1.3700 -3.4431 -0.8673
C: -0.2498 -2.3612 0.6031
N: -0.4897 -1.7908 1.7708
C: 0.6293 -1.3919 2.6181
C: 0.1452 -0.7625 3.9635
Te: 0.7932 -1.7578 5.7637
C: -0.9342 -3.1538 5.7965
C: -0.8699 -4.1427 4.8185
C: -1.7705 -5.2380 4.8578
C: -2.6730 -5.3351 5.8747
C: -2.7466 -4.3562 6.8565
C: -1.8669 -3.2479 6.7922
C: -1.4839 -2.9392 -0.0266
C: -1.5157 -3.3265 -1.3991
C: -2.6504 -3.8242 -1.9315
C: -3.7984 -4.0459 -1.1770
C: -3.8444 -3.5195 0.1103
C: -2.6444 -3.0703 0.7233
H: 3.3023 -4.7304 -3.1448
H: 2.2902 -5.6294 -2.1097
H: 3.9333 -5.3369 -1.5316
H: 4.4102 -2.5318 -1.8778
H: 4.1795 -0.9433 -3.4395
H: 5.9855 -0.3793 -5.0079
H: 7.6968 1.2024 -4.3664
H: 7.7886 2.1356 -2.0417
H: 6.0605 1.2616 -0.3562
H: 0.6926 -4.2993 -0.9213
H: 1.2289 -0.5738 2.1425
H: 1.3344 -2.2428 2.7756
H: -0.8884 -0.6862 4.0806
H: 0.6479 0.1898 4.1161
H: -0.2055 -4.0299 3.9903
H: -1.5219 -6.0013 4.0870
H: -3.4260 -6.1082 5.8543
H: -3.5832 -4.3778 7.5557
H: -1.9862 -2.4534 7.4782
H: -0.6262 -3.2367 -2.0165
H: -2.6552 -4.1124 -2.9750
H: -4.6795 -4.5031 -1.6132
H: -4.7492 -3.4625 0.7016
H: -2.6579 -2.7925 1.7643
C: 0.8375 3.4365 -3.9838
As: -1.1348 3.3753 -3.6679
C: -1.4528 5.2240 -3.2496
C: -2.0294 3.0231 -5.4243
S: -1.9368 1.7059 -2.6802
H: 1.3877 2.5570 -3.6193
H: 1.1537 4.3137 -3.3951
H: 1.0984 3.6703 -5.0141
H: -1.1211 5.4523 -2.2605
H: -2.4734 5.5065 -3.5024
H: -0.7929 5.8117 -3.9341
H: -2.5171 2.0461 -5.5128
H: -1.2151 3.1218 -6.1682
H: -2.7226 3.8841 -5.6221

Values from the calculation:
multiplicity = 1
energy above the lowest of the compared OMol25 structures with the same formula, charge and spin = 253.64 kJ/mol
total charge = -1
E_LUMO = 2.11 eV